Density functional theory data (ωB97M-V/def2-TZVPD) for a 7-piece molecular cluster, C14H42O14 overall.

## Properties
LUMO ... 0.32 eV
Gap between HOMO and LUMO ... 0.3700 Eh
Structure (SMILES) ... OCCO.OCCO.OCCO.OCCO.OCCO.OCCO.OCCO

Geometry (Å):
O -3.194 5.182 -18.469
C -2.656 4.418 -19.591
C -1.427 3.661 -19.070
O -1.929 2.772 -18.094
H -3.118 4.629 -17.688
H -3.306 3.771 -20.180
H -2.461 5.265 -20.249
H -0.753 4.391 -18.622
H -0.994 2.971 -19.794
H -1.178 2.493 -17.565
O -11.501 8.021 -15.264
C -12.271 7.087 -14.535
C -12.840 7.726 -13.212
O -13.535 8.994 -13.450
H -11.864 8.867 -14.991
H -13.029 6.726 -15.229
H -11.669 6.280 -14.117
H -11.912 8.059 -12.747
H -13.337 6.930 -12.657
H -13.505 9.520 -12.647
O -1.721 10.245 -21.878
C -1.003 10.571 -20.716
C -0.698 9.396 -19.762
O -1.848 9.184 -19.052
H -1.687 11.066 -22.374
H -0.100 10.987 -21.164
H -1.530 11.415 -20.270
H 0.227 9.614 -19.228
H -0.549 8.458 -20.297
H -1.946 8.230 -19.022
O -6.790 10.204 -13.664
C -6.746 10.920 -14.930
C -5.539 10.556 -15.865
O -5.310 9.151 -15.974
H -6.904 9.287 -13.927
H -7.723 10.695 -15.358
H -6.906 11.991 -14.813
H -4.538 10.868 -15.568
H -5.694 10.826 -16.910
H -4.417 9.110 -16.322
O 1.108 3.413 -13.539
C 0.823 4.506 -12.758
C 0.873 5.901 -13.495
O -0.083 5.997 -14.446
H 1.166 2.552 -13.117
H -0.136 4.357 -12.262
H 1.532 4.482 -11.931
H 1.839 5.854 -13.998
H 0.738 6.693 -12.758
H -0.769 6.650 -14.289
O -6.918 16.411 -13.250
C -7.155 16.087 -11.886
C -8.371 16.972 -11.235
O -9.550 16.900 -12.046
H -7.596 16.054 -13.829
H -7.472 15.048 -11.801
H -6.221 16.291 -11.363
H -8.031 18.005 -11.310
H -8.454 16.600 -10.214
H -9.496 17.539 -12.761
O -6.347 3.347 -13.705
C -6.652 3.768 -15.009
C -6.409 2.708 -16.113
O -7.327 1.659 -16.074
H -6.924 3.799 -13.085
H -7.618 4.185 -15.293
H -5.995 4.599 -15.267
H -5.408 2.345 -15.877
H -6.223 3.132 -17.100
H -7.093 1.205 -15.261

***

Density functional theory data (ωB97M-V/def2-TZVPD) for C3H4InMgO4 as an isolated structure.

## Properties
Total charge ... +2
Spin multiplicity ... 2
Expectation value of S² ... 0.75
LUMO (spin up / spin down) ... -10.45 / -10.45 eV
Gap between HOMO and LUMO (spin up / spin down) ... 0.1898 / 0.2804 Eh

Geometry (Å):
O -0.693 -1.793 -1.089
C -1.208 -1.048 -0.098
O -0.648 -1.270 1.167
C 0.809 -1.249 1.211
In 1.115 -2.068 -0.653
H -2.303 -1.112 0.011
H 1.081 -1.810 2.117
H 1.124 -0.199 1.368
H -0.576 0.556 -0.467
O 0.751 2.232 0.113
C -0.033 1.691 -0.714
O -0.259 2.248 -1.822
Mg 0.839 3.823 -1.145

***

Density functional theory data (ωB97M-V/def2-TZVPD) for one molecule with the formula C9H12O3.

## Properties
LUMO ... 0.74 eV
Gap between HOMO and LUMO ... 0.3354 Eh
Structure (SMILES) ... C=C=C1OCCC(=C)OC[C@@H]1O

Geometry (Å):
C 1.300 -2.763 2.696
C 0.931 -2.018 1.668
C 0.532 -1.346 0.583
O 1.573 -0.759 -0.164
C 1.314 0.193 -1.202
C 1.036 1.634 -0.788
C -0.493 1.892 -1.041
C -0.961 2.636 -2.074
O -1.495 1.375 -0.232
C -1.292 0.468 0.744
C -0.903 -0.959 0.235
O -1.919 -1.743 0.817
H 1.537 -3.788 2.571
H 1.313 -2.569 3.711
H 0.604 -0.179 -1.906
H 2.248 0.204 -1.655
H 1.193 1.693 0.268
H 1.656 2.310 -1.284
H -1.985 2.920 -2.212
H -0.471 3.195 -2.822
H -2.204 0.412 1.256
H -0.426 0.694 1.350
H -1.054 -0.935 -0.816
H -2.033 -2.567 0.298

***

Density functional theory data (ωB97M-V/def2-TZVPD) for C43H76GeN2O5PPtSSeSi as an isolated structure.

## Properties
Total charge ... +1
LUMO ... -3.17 eV
Gap between HOMO and LUMO ... 0.2513 Eh

Geometry (Å):
Pt -0.443 0.910 -0.694
O 2.167 6.993 1.500
C 2.614 5.804 2.114
C 1.938 4.633 1.464
C 2.218 3.337 1.869
C 1.560 2.280 1.278
N 0.657 2.444 0.308
C 0.421 3.693 -0.135
C 1.021 4.803 0.436
C -0.540 3.817 -1.259
C -0.762 5.023 -1.894
C -1.748 5.133 -2.867
C -1.997 6.460 -3.541
O -2.280 7.478 -2.601
C -2.495 4.005 -3.142
C -2.183 2.814 -2.512
N -1.212 2.687 -1.606
H 2.557 7.749 1.948
H 2.379 5.790 3.184
H 3.698 5.681 2.010
H 2.936 3.132 2.653
H 1.732 1.259 1.589
H 0.782 5.799 0.103
H -0.185 5.895 -1.627
H -2.785 6.359 -4.292
H -1.090 6.779 -4.056
H -3.137 7.309 -2.197
H -3.298 4.021 -3.868
H -2.734 1.927 -2.756
C -0.363 -3.131 -1.217
C -0.536 -2.253 -2.453
C -1.194 -3.093 -3.560
C 0.848 -1.857 -2.988
P -1.463 -0.648 -2.047
C -1.444 0.100 -3.722
C -2.418 -0.158 -4.685
C -2.310 0.368 -5.966
C -1.213 1.142 -6.310
C -0.220 1.384 -5.369
C -0.336 0.868 -4.089
C -3.242 -0.996 -1.527
C -3.225 -1.199 -0.009
C -3.906 -2.245 -2.120
C -4.136 0.221 -1.801
H 0.161 -4.043 -1.518
H -1.324 -3.428 -0.791
H 0.209 -2.642 -0.434
H -0.457 -3.843 -3.857
H -1.427 -2.509 -4.451
H -2.079 -3.633 -3.243
H 1.443 -2.772 -3.045
H 1.361 -1.150 -2.333
H 0.793 -1.439 -3.993
H -3.280 -0.763 -4.444
H -3.081 0.161 -6.696
H -1.126 1.547 -7.310
H 0.649 1.973 -5.632
H 0.453 1.052 -3.367
H -2.688 -2.097 0.291
H -4.261 -1.296 0.328
H -2.771 -0.355 0.507
H -3.420 -3.155 -1.774
H -3.960 -2.263 -3.206
H -4.929 -2.273 -1.739
H -3.804 1.086 -1.223
H -5.139 -0.022 -1.444
H -4.220 0.489 -2.854
C 3.807 -3.040 -0.284
Ge 5.169 -1.805 -0.948
C 6.543 -2.751 -1.960
C 5.970 -0.779 0.504
C 4.222 -0.600 -2.191
Se 3.052 0.662 -1.264
C 3.467 2.238 -2.327
H 4.148 -3.565 0.609
H 3.570 -3.786 -1.046
H 2.888 -2.505 -0.031
H 7.086 -3.445 -1.318
H 7.262 -2.046 -2.381
H 6.101 -3.321 -2.778
H 6.477 -1.447 1.201
H 5.205 -0.226 1.048
H 6.703 -0.068 0.120
H 3.609 -1.205 -2.859
H 4.908 -0.018 -2.807
H 4.526 2.476 -2.255
H 2.888 3.069 -1.921
H 3.189 2.078 -3.367
C -3.611 -0.142 3.635
C -2.316 0.642 3.786
C -2.239 1.818 2.817
C -2.171 1.143 5.218
O -1.195 -0.207 3.560
Si -0.598 -1.375 2.601
S 0.369 -0.581 0.887
O -1.713 -2.515 2.304
C -1.806 -3.926 2.606
C -1.980 -4.085 4.110
C -3.046 -4.409 1.866
C -0.570 -4.669 2.117
O 0.620 -2.066 3.433
C 1.824 -1.614 4.078
C 1.993 -2.513 5.295
C 1.713 -0.159 4.514
C 2.984 -1.804 3.109
H -4.470 0.523 3.742
H -3.676 -0.914 4.403
H -3.667 -0.632 2.664
H -3.088 2.490 2.959
H -2.230 1.479 1.779
H -1.317 2.378 2.991
H -2.978 1.833 5.472
H -1.219 1.664 5.338
H -2.199 0.304 5.914
H -2.903 -3.606 4.440
H -1.139 -3.632 4.637
H -2.024 -5.142 4.379
H -3.908 -3.799 2.141
H -3.261 -5.449 2.119
H -2.900 -4.345 0.786
H 0.316 -4.360 2.669
H -0.402 -4.477 1.056
H -0.710 -5.743 2.251
H 1.179 -2.352 6.003
H 2.938 -2.306 5.799
H 1.986 -3.560 4.990
H 0.880 -0.024 5.203
H 1.549 0.496 3.657
H 2.637 0.140 5.014
H 3.064 -2.853 2.822
H 3.923 -1.499 3.575
H 2.831 -1.214 2.203

***

Calculated energy above the lowest of the compared OMol25 structures with the same formula, charge and spin (kJ/mol), listed in the same order as above: 416.7, 0.0, 471.2, 38.2